9
Properties=species:S:1:pos:R:3:mulliken_charge:R:1 method="wB97M-V/def2-TZVPD" charge=0 smiles="C=[PH2]P" mol_weight_g_mol=80.007 multiplicity=1 homo_energy_ha=-0.273 homo_lumo_gap_ev=8.0 energy_ha=-724.2581
C -0.49 -1.92 -0.36 -0.6655
P -0.49 -0.31 0.39 0.0129
P 1.13 1.12 -0.13 -0.1067
H 0.42 -2.45 -0.90 0.2091
H -1.47 -2.37 -0.16 0.2045
H -1.69 0.41 0.60 0.1251
H -0.05 0.11 1.76 0.0507
H 0.50 2.01 0.82 0.0866
H 0.36 1.41 -1.26 0.0832